Here is a 2-piece molecular cluster, C2H4F2 overall in a non-equilibrium geometry from the OMol25 dataset. Energies are from ωB97M-V/def2-TZVPD.

Calculated values
- Frontier orbital gap (spin up / spin down): 9.45 / 8.67 eV
- LUMO level (spin up / spin down): 0.48 / 0.05 eV
- Highest occupied orbital energy (spin up / spin down): -8.97 / -8.61 eV
- Energy relative to the best compared isomer or geometry (same formula, charge and spin): 488.9 kJ/mol

```
! RIJCOSX wB97M-V def2-TZVPD def2/J DEFGRID3
* xyz 0 1
C 1.859 -0.275 0.159
C -0.634 -0.848 2.768
F 0.951 0.642 -0.199
F -1.442 -0.165 1.921
H 1.702 -1.227 -0.366
H 2.992 -0.032 0.363
H 0.277 -1.016 2.206
H -0.754 -0.721 3.765
*
```

=====

Here is a 2-piece molecular cluster, C2H8NS overall in a non-equilibrium geometry from the OMol25 dataset. Energies are from ωB97M-V/def2-TZVPD.

Calculated values
- Frontier orbital gap: 7.02 eV
- LUMO level: 4.27 eV
- Highest occupied orbital energy: -2.75 eV
- Energy relative to the best compared isomer or geometry (same formula, charge and spin): 60.5 kJ/mol

```
! RIJCOSX wB97M-V def2-TZVPD def2/J DEFGRID3
* xyz -1 1
S 1.706 1.121 0.168
H 2.292 0.082 0.865
C -0.473 -1.722 -0.075
N -1.205 -0.535 0.494
C -1.814 0.186 -0.657
H -1.162 -2.486 -0.555
H 0.319 -1.438 -0.779
H 0.034 -2.222 0.788
H -0.498 0.105 0.736
H -1.206 0.067 -1.599
H -2.095 1.230 -0.428
H -2.824 -0.316 -0.781
*
```

=====

Among the records above, which one has the lowest energy relative to the best compared isomer or geometry (same formula, charge and spin)? C2H8NS

=====

Copy entry 1 word for word.
Here is a 2-piece molecular cluster, C2H4F2 overall in a non-equilibrium geometry from the OMol25 dataset. Energies are from ωB97M-V/def2-TZVPD.

Calculated values
- Frontier orbital gap (spin up / spin down): 9.45 / 8.67 eV
- LUMO level (spin up / spin down): 0.48 / 0.05 eV
- Highest occupied orbital energy (spin up / spin down): -8.97 / -8.61 eV
- Energy relative to the best compared isomer or geometry (same formula, charge and spin): 488.9 kJ/mol

```
! RIJCOSX wB97M-V def2-TZVPD def2/J DEFGRID3
* xyz 0 1
C 1.859 -0.275 0.159
C -0.634 -0.848 2.768
F 0.951 0.642 -0.199
F -1.442 -0.165 1.921
H 1.702 -1.227 -0.366
H 2.992 -0.032 0.363
H 0.277 -1.016 2.206
H -0.754 -0.721 3.765
*
```